Here is a cluster of 2 separate species, C5H6O2 in total from OMol25. Energies are from wB97M-V/def2-TZVPD.

Positions of all 13 atoms, in Å:
C: 0.86500 1.37576 1.67379
C: 0.16898 1.88612 0.66667
C: -0.20755 1.65247 -0.55984
O: -0.59696 1.67094 -1.66746
H: 1.22985 0.34212 1.59725
H: 1.10123 1.94999 2.56710
C: -0.61678 -1.42889 -1.18844
C: -0.03264 -1.01152 0.11997
O: 1.14934 -1.09843 0.37843
H: -1.17669 -2.34871 -0.98834
H: 0.18693 -1.62411 -1.89982
H: -1.31334 -0.68918 -1.59192
H: -0.75738 -0.67655 0.89263

Output
Structure (SMILES): C=C=C=O.CC=O

=====

Here is an isolated molecule of C5H6O2 from OMol25. Energies are from wB97M-V/def2-TZVPD.

Positions of all 13 atoms, in Å:
O: 1.50633 2.17388 -1.88491
C: 0.52959 1.51496 -1.63626
C: -0.41656 1.79947 -0.47473
C: -0.53852 0.55131 0.27643
C: -0.52572 -0.56335 0.73602
C: -0.33088 -1.93287 1.23089
O: 0.84223 -2.51160 0.69501
H: 0.26147 0.61500 -2.22723
H: -0.01313 2.62195 0.12324
H: -1.39072 2.10287 -0.88084
H: -0.32003 -1.93311 2.33038
H: -1.15977 -2.56882 0.90883
H: 1.55570 -1.86968 0.80318

Output
Structure (SMILES): O=CCC#CCO

=====

no.,HOMO-LUMO gap (eV)
1,8.4
2,10.7